# C6H6BF2MnN2S3

A molecular structure, C6H6BF2MnN2S3 (wB97M-V/def2-TZVPD, the Open Molecules 2025 dataset).

Net charge: +1
Gap between HOMO and LUMO (spin up / spin down) in eV: 6.95 / 8.01
Maximum force in eV Å⁻¹: 1.7
Spin multiplicity: 4
Total energy in eV: -79230.9990
LUMO energy (spin up / spin down) in eV: -6.47 / -5.34

Last column: natural (NBO) charge in e.
Element x y z (Å)
Mn  -0.29475  1.35555  1.09005  1.136
S  0.87664  -0.64405  2.42600  0.100
C  0.39272  -1.95789  1.32452  -0.219
C  1.37233  -2.89247  0.93167  0.194
N  2.16981  -3.62929  0.57051  -0.164
C  -0.89349  -1.99630  0.88982  -0.226
S  -2.01297  -0.70892  1.38741  0.116
C  -1.42666  -3.01426  0.07797  0.192
N  -1.89973  -3.81774  -0.58450  -0.164
F  -0.91669  1.31651  2.82796  -0.520
B  -0.97228  -0.18120  2.98213  0.687
F  -1.41717  -0.53064  4.16048  -0.450
C  -0.19963  0.75043  -2.39763  -0.718
S  -0.03635  1.87732  -0.99264  0.235
C  1.29531  2.95753  -1.58828  -0.727
H  0.76995  0.30846  -2.60925  0.249
H  -0.55605  1.31297  -3.25663  0.258
H  -0.91284  -0.02567  -2.13031  0.258
H  0.95413  3.49058  -2.47332  0.260
H  2.16779  2.35854  -1.83244  0.249
H  1.53992  3.67054  -0.80353  0.253

***

# C2H4N2O2

2 unconnected molecules or ions with the total composition C2H4N2O2 (wB97M-V/def2-TZVPD, the Open Molecules 2025 dataset).

Gap between HOMO and LUMO (spin up / spin down) in eV: 10.07 / 6.75
Maximum force in eV Å⁻¹: 3.1
Spin multiplicity: 1
Total energy in eV: -9209.3100
LUMO energy (spin up / spin down) in eV: -0.35 / -2.16

Last column: natural (NBO) charge in e.
Element x y z (Å)
C  0.98851  0.07192  0.32200  0.583
C  -0.13120  -0.93243  -0.01935  -0.716
N  1.44916  0.76829  -0.65213  -0.529
N  0.80854  0.69118  -3.23351  0.260
O  -0.20616  0.14704  -3.32037  -0.181
O  1.48208  0.19699  1.47018  -0.523
H  0.26312  -1.94676  -0.09652  0.240
H  -0.56230  -0.60550  -0.99063  0.230
H  -0.74634  -0.98147  0.95610  0.246
H  2.08301  1.58405  -0.64890  0.390

***

# C18H37AuOP3S

A molecular structure, C18H37AuOP3S (wB97M-V/def2-TZVPD, the Open Molecules 2025 dataset).

Net charge: +3
Gap between HOMO and LUMO (spin up / spin down) in eV: 7.14 / 4.96
Maximum force in eV Å⁻¹: 5.9
Spin multiplicity: 3
Total energy in eV: -63679.4517
LUMO energy (spin up / spin down) in eV: -8.32 / -12.16

Last column: natural (NBO) charge in e.
Element x y z (Å)
Au  0.22456  -0.58525  1.24299  0.851
P  2.87896  -0.29044  1.22650  0.874
P  0.28651  0.85953  3.44815  0.898
P  0.22322  -2.01745  -0.71947  0.942
H  -1.40980  1.82797  1.01446  0.241
C  -1.57744  0.84575  0.56193  -0.467
C  -2.12132  -0.21647  1.30011  -0.428
H  -2.35718  -0.13288  2.36073  0.246
C  3.16475  1.22659  0.26540  -0.950
C  3.81545  -0.03702  2.78076  -0.950
C  3.88869  -1.60818  0.46168  -0.953
C  -1.33134  1.31696  4.18956  -0.949
C  1.14678  0.30436  4.97507  -0.949
C  1.00942  2.52646  3.13718  -0.945
C  -1.47788  -2.49101  -1.17572  -0.971
C  1.05906  -3.62456  -0.60983  -0.961
C  1.07960  -1.11292  -2.04126  -0.965
H  -1.66844  0.83991  -0.52210  0.218
H  -2.59428  -1.04296  0.76966  0.233
H  4.24735  1.37473  0.17302  0.261
H  2.71243  2.08734  0.77204  0.258
H  2.71256  1.12496  -0.72678  0.241
H  4.88688  0.01995  2.54554  0.275
H  3.65917  -0.89874  3.44249  0.255
H  3.52327  0.87911  3.30827  0.253
H  4.94829  -1.32845  0.55074  0.276
H  3.64758  -1.77235  -0.59521  0.243
H  3.73268  -2.54490  1.01506  0.257
H  -1.22548  2.09885  4.96544  0.280
H  -1.75291  0.41912  4.66273  0.260
H  -2.02276  1.67579  3.41728  0.241
H  1.33128  1.16445  5.63993  0.276
H  2.10234  -0.18631  4.75377  0.247
H  0.49569  -0.40789  5.50340  0.268
H  0.71314  3.15599  3.98891  0.268
H  0.58773  2.94504  2.21075  0.245
H  2.10740  2.51354  3.05637  0.249
H  -1.53958  -3.03225  -2.13262  0.271
H  -2.12905  -1.60543  -1.23538  0.243
H  -1.85703  -3.14606  -0.37625  0.277
H  1.00824  -4.10447  -1.59925  0.275
H  0.52622  -4.24776  0.12235  0.271
H  2.10939  -3.51725  -0.30672  0.261
H  0.89337  -1.64041  -2.98697  0.262
H  2.16071  -1.02663  -1.87042  0.272
H  0.68433  -0.09179  -2.08505  0.221
C  -2.82144  0.75877  -4.33753  -0.055
C  -2.33375  1.50924  -5.43775  -0.187
C  -3.19530  2.34761  -6.15428  -0.162
C  -4.56906  2.39738  -5.81272  0.026
C  -5.07923  1.49208  -4.88212  -0.190
C  -4.22242  0.63828  -4.19112  -0.156
S  -1.73071  -0.10558  -3.27929  0.222
H  -0.66369  0.73139  -3.09669  0.173
H  -1.26810  1.39661  -5.70858  0.257
H  -2.82018  2.96245  -6.98679  0.277
H  -5.22644  3.11031  -6.31320  0.267
H  -6.16420  1.44308  -4.69842  0.277
H  -4.59628  -0.14403  -3.52420  0.253
O  1.25633  -2.92343  3.14620  -0.393
C  0.93192  -2.11069  2.39728  0.366